--- w ---
The following is a DFT calculation (ωB97M-V/def2-TZVPD) of C5H7NS2 as an isolated structure.

Output
HOMO-LUMO gap	8.647	eV

The geometry in XYZ format:
```
15
C5H7NS2, DFT ωB97M-V/def2-TZVPD
C -0.9034 -1.6307 -0.1187
C -0.8889 -0.0729 -0.4602
C 1.1824 1.1148 0.9081
C 1.0930 2.3551 0.5014
C 0.5306 -1.3220 0.3971
H -1.8823 -1.2722 -2.2327
H -1.6336 -2.0484 0.6137
H -1.2568 0.1344 -1.6965
H -1.5553 0.3726 0.3024
H 1.7897 0.9133 2.0164
H 1.4942 3.2324 1.4947
H 0.6113 2.9364 -0.6664
N 0.5528 0.0739 -0.0080
S -0.8011 -2.3517 -1.7901
S 1.6674 -2.4350 0.7388
```

Results of the natural (NBO) charge analysis, in e, for atoms 1 through 8:
1 C -0.4522
2 C -0.1889
3 C -0.1091
4 C -0.4222
5 C 0.0897
6 H 0.1202
7 H 0.2542
8 H 0.2141

***

--- x ---
The following is a DFT calculation (ωB97M-V/def2-TZVPD) of one molecule with the formula C5H7NS2.

Output
HOMO-LUMO gap	7.795	eV
structure (SMILES)	CC(=S)C(=S)N1CC1

The geometry in XYZ format:
```
15
C5H7NS2, DFT ωB97M-V/def2-TZVPD
C 1.0529 2.2791 -0.4599
C 0.4562 0.9954 -0.9164
S -0.1704 0.6467 -2.4196
C 0.6789 -0.0267 0.1085
S 2.1682 -0.4788 0.6463
N -0.4849 -0.6033 0.5716
C -1.5375 -1.3331 -0.0449
C -0.7594 -1.8774 1.1367
H 2.0809 2.0662 -0.1531
H 0.5441 2.6053 0.4620
H 1.1796 3.1508 -1.1720
H -2.4922 -0.8889 0.2082
H -1.3958 -1.9604 -1.0067
H -0.1026 -2.6921 0.9303
H -1.2178 -1.8829 2.1090
```

Results of the natural (NBO) charge analysis, in e, for atoms 1 through 8:
1 C -0.6965
2 C -0.0868
3 S 0.0612
4 C 0.0367
5 S -0.0524
6 N -0.4121
7 C -0.2265
8 C -0.2245

***

Decreasing stability: x, w

***

--- w ---
The following is a DFT calculation (ωB97M-V/def2-TZVPD) of a 3-piece molecular cluster, C2H9O2S overall.

Output
HOMO-LUMO gap	7.024	eV
total charge	-1

The geometry in XYZ format:
```
14
C2H9O2S, DFT ωB97M-V/def2-TZVPD
C 0.0906 -1.4875 1.2520
C 0.1970 -0.9169 -0.1671
S 0.9420 0.7380 -0.4696
H 0.1091 -0.7376 2.0485
H 0.8418 -2.2317 1.5385
H -0.8569 -2.0309 1.3620
H -0.8219 -0.8688 -0.5592
H 0.7807 -1.6162 -0.7658
H -0.8241 3.1749 1.7456
H -0.3022 1.8606 1.2630
O -0.8400 2.2516 1.9896
H 0.6051 0.0867 -2.7057
H -0.0041 1.3332 -3.0728
O 0.0830 0.4446 -3.4590
```

Results of the natural (NBO) charge analysis, in e, for atoms 1 through 8:
1 C -0.6183
2 C -0.5224
3 S -0.7253
4 H 0.2115
5 H 0.1826
6 H 0.1818
7 H 0.1835
8 H 0.1788

***

--- x ---
The following is a DFT calculation (ωB97M-V/def2-TZVPD) of a 3-piece molecular cluster, C2H9O2S overall.

Output
HOMO-LUMO gap	6.821	eV
total charge	-1

The geometry in XYZ format:
```
14
C2H9O2S, DFT ωB97M-V/def2-TZVPD
C -2.1475 0.7895 1.4294
C -1.3429 -0.2551 0.6326
S 0.0765 0.5703 -0.2429
H -3.2205 0.5864 1.4686
H -1.7867 0.7446 2.4660
H -1.9056 1.7944 1.0948
H -0.8364 -0.9405 1.3076
H -2.0369 -0.8508 0.0355
H 1.0703 -0.4652 -3.1857
H 1.1130 -1.1079 -1.8268
O 1.0345 -1.3018 -2.7832
H 2.5337 0.1362 -0.0746
H 4.0196 -0.2302 -0.2137
O 3.4287 0.5299 -0.1075
```

Results of the natural (NBO) charge analysis, in e, for atoms 1 through 8:
1 C -0.6282
2 C -0.5070
3 S -0.7431
4 H 0.1749
5 H 0.1860
6 H 0.2193
7 H 0.1807
8 H 0.1693

***

Decreasing stability: w, x

***

--- w ---
The following is a DFT calculation (ωB97M-V/def2-TZVPD) of one molecule with the formula C2H5N3.

Output
HOMO-LUMO gap	8.865	eV

The geometry in XYZ format:
```
10
C2H5N3, DFT ωB97M-V/def2-TZVPD
C 0.7635 -0.6823 -0.2174
N -0.9807 -0.5377 0.2434
C -0.4001 0.4947 -0.6228
N 1.7375 -0.5143 0.5733
N -0.6463 1.7020 -0.3516
H -1.4675 -0.2113 1.0770
H -1.4408 -1.3276 -0.1945
H 1.5803 0.1769 1.3034
H 0.0185 2.3239 -0.8053
H 0.8357 -1.4241 -1.0054
```

Results of the natural (NBO) charge analysis, in e, for atoms 1 through 8:
1 C 0.1649
2 N -0.7498
3 C 0.2839
4 N -0.7241
5 N -0.6586
6 H 0.3978
7 H 0.4002
8 H 0.3427

***

--- x ---
The following is a DFT calculation (ωB97M-V/def2-TZVPD) of one molecule with the formula C2H5N3.

Output
HOMO-LUMO gap	8.537	eV
structure (SMILES)	[H]/N=C/NN=C

The geometry in XYZ format:
```
10
C2H5N3, DFT ωB97M-V/def2-TZVPD
H 2.7710 -1.3284 -0.0636
N 2.0719 -0.8530 -0.5918
C 1.0762 -0.7490 0.2940
N -0.0752 -0.0855 0.2019
N -0.2565 1.0241 -0.4291
C -1.6823 1.0963 -0.6213
H 1.2411 -1.2101 1.4184
H -1.0499 -0.5743 0.6734
H -2.2526 0.6035 0.2028
H -1.8437 2.0764 -1.0849
```

Results of the natural (NBO) charge analysis, in e, for atoms 1 through 8:
1 H 0.3342
2 N -0.6336
3 C 0.2613
4 N -0.4207
5 N -0.1016
6 C -0.2897
7 H 0.1359
8 H 0.3476

***

--- y ---
The following is a DFT calculation (ωB97M-V/def2-TZVPD) of one molecule with the formula C2H5N3.

Output
HOMO-LUMO gap	9.820	eV
structure (SMILES)	[H]/N=C\N/C=N/[H]

The geometry in XYZ format:
```
10
C2H5N3, DFT ωB97M-V/def2-TZVPD
H 0.1843 1.4856 0.5736
N 0.1932 0.9817 1.5459
C 0.4149 -0.2152 1.2918
N 0.3952 -0.8769 0.1162
C -0.1850 -0.1451 -0.9975
N -0.5030 1.1524 -0.9104
H -1.2252 1.2703 -1.7986
H 0.4815 -1.0498 2.1275
H 0.5688 -1.7531 -0.0528
H -0.3247 -0.8499 -1.8957
```

Results of the natural (NBO) charge analysis, in e, for atoms 1 through 8:
1 H 0.3862
2 N -0.6420
3 C 0.2517
4 N -0.6066
5 C 0.2624
6 N -0.7135
7 H 0.3643
8 H 0.1307

***

Decreasing stability: y, w, x

***

--- w ---
The following is a DFT calculation (ωB97M-V/def2-TZVPD) of HNO3S as an isolated structure.

Output
HOMO-LUMO gap	8.443	eV

The geometry in XYZ format:
```
6
HNO3S, DFT ωB97M-V/def2-TZVPD
N 1.2318 -0.2199 0.0508
O 0.6773 -1.2413 -0.0840
O 2.3076 0.2063 0.3189
O -1.6152 0.2443 -0.5234
S -0.4791 1.3360 0.0628
H -2.1225 -0.3254 0.1749
```

Want to see where the charge sits? The natural (NBO) charges in e are:
1 N 0.5380
2 O -0.2771
3 O -0.2941
4 O -0.8340
5 S 0.3661
6 H 0.5011

***

--- x ---
The following is a DFT calculation (ωB97M-V/def2-TZVPD) of a 2-piece molecular cluster, HNO3S overall.

Output
HOMO-LUMO gap (alpha / beta)	8.223 / 8.226	eV

The geometry in XYZ format:
```
6
HNO3S, DFT ωB97M-V/def2-TZVPD
N 1.0949 0.2481 0.0185
O 0.5520 0.8260 -0.8861
O 2.0768 0.2933 0.6871
O -0.2443 -0.8814 0.6346
S -1.4322 -0.8594 -0.3349
H -2.0470 0.3732 -0.1192
```

Want to see where the charge sits? The natural (NBO) charges in e are:
1 N 0.6556
2 O -0.2894
3 O -0.2546
4 O -0.7082
5 S 0.5379
6 H 0.0587

***

Decreasing stability: w, x